[1]
The following is a DFT calculation (ωB97M-V/def2-TZVPD) of a 2-piece molecular cluster, C3H13N2 overall in a non-equilibrium geometry.

The geometry in XYZ format:
```
18
Properties=species:S:1:pos:R:3:forces:R:3
C 2.269527 -1.452796 -0.611064 -0.1 1.0 -0.9
N 0.877614 -1.535417 -0.070639 0.8 -0.4 0.9
H 2.397497 -2.082883 -1.490181 -0.1 -0.2 0.2
H 3.047566 -1.674619 0.110010 -0.1 -0.2 0.2
H 2.463206 -0.430255 -0.969830 -0.1 -0.2 0.2
H 0.442101 -2.371499 -0.439647 -0.2 0.0 -0.1
H 1.010151 -1.764860 0.915922 -0.3 0.0 -0.1
H -0.129148 -0.089671 0.242454 0.1 0.0 -0.1
C -0.810767 1.712664 1.254232 0.4 -0.9 0.6
N -0.619417 0.829779 0.061496 0.6 0.4 0.1
C -1.868638 0.508136 -0.663760 -0.4 0.6 0.0
H -0.249238 2.630123 1.120408 0.0 0.0 0.2
H -0.504012 1.148775 2.136964 0.2 0.3 0.0
H -1.848789 1.911343 1.376436 -0.8 0.3 0.0
H 0.086721 1.327016 -0.482831 -0.5 -0.2 -0.7
H -1.664288 0.055843 -1.617664 0.2 -0.3 -0.2
H -2.469527 -0.145477 -0.035137 0.1 -0.1 0.0
H -2.430566 1.423796 -0.837172 0.1 0.0 0.0
```
Positions in Å, forces in eV/Å.

Values from the calculation:
* charge: +1
* gap between HOMO and LUMO: 11.413 eV
* energy above the lowest of the compared OMol25 structures with the same formula, charge and spin: 110.7 kJ/mol
* E_HOMO: -14.5 eV

=====

[2]
The following is a DFT calculation (ωB97M-V/def2-TZVPD) of an isolated ion of composition C6H16N and charge +2 in a non-equilibrium geometry.

The geometry in XYZ format:
```
23
Properties=species:S:1:pos:R:3:forces:R:3
C 0.748925 2.280714 -0.362577 -1.0 -0.8 -0.1
C 1.037557 0.888757 0.212313 -0.5 0.3 0.0
C -0.240241 0.186612 0.707293 -0.2 -0.1 -0.5
C -1.234622 -0.148587 -0.420282 -0.5 0.2 1.0
C -0.764402 -1.422075 -1.223847 1.0 -1.3 -1.8
C -1.373711 -2.586543 -0.445450 -0.6 -0.5 1.1
N 1.935734 1.088488 1.435189 -0.7 -1.7 -0.3
H -0.225020 2.250040 -0.865207 0.2 -0.1 -0.2
H 1.461324 2.623144 -1.109888 0.2 0.2 0.5
H 0.520102 2.945485 0.467982 0.5 0.5 -0.1
H 1.545696 0.234868 -0.491710 0.4 0.1 0.1
H -0.766602 0.808774 1.435747 -0.1 0.2 0.0
H -0.027026 -0.747611 1.220132 0.3 -0.1 0.2
H -2.225641 -0.310365 -0.010263 -0.2 0.0 0.4
H -1.471599 0.602778 -1.193628 0.5 -0.2 -0.2
H 0.309728 -1.640341 -1.310836 -0.2 0.5 0.2
H -1.129417 -1.338501 -2.257316 -0.1 0.2 0.3
H -2.454253 -2.621783 -0.334009 0.0 0.3 -0.2
H -1.043637 -3.422158 -1.145755 0.1 0.4 -0.3
H -0.923163 -2.923319 0.493798 0.1 0.3 -0.1
H 2.832843 1.491328 1.160230 -0.1 0.6 0.5
H 2.121335 0.192371 1.905194 0.3 0.0 -0.3
H 1.366089 1.567922 2.132891 0.6 1.0 0.0
```
Positions in Å, forces in eV/Å.

Values from the calculation:
* charge: +2
* gap between HOMO and LUMO (alpha / beta): 13.948 / 7.173 eV
* energy above the lowest of the compared OMol25 structures with the same formula, charge and spin: 195.5 kJ/mol
* E_HOMO (alpha / beta): -20.7 / -20.8 eV
* 2S+1: 2
* ⟨S²⟩: 0.7530

=====

[3]
The following is a DFT calculation (ωB97M-V/def2-TZVPD) of one molecule with the formula C5H14Si2 in a non-equilibrium geometry.

The geometry in XYZ format:
```
21
Properties=species:S:1:pos:R:3:forces:R:3
C -3.300138 -0.088275 -1.168052 -0.2 0.2 0.1
C -2.295529 -0.856975 -1.540390 2.2 -0.6 1.5
Si -0.786462 -1.437739 -0.242896 -2.1 0.5 -1.8
Si 0.836152 0.120351 0.360927 1.1 1.0 0.4
C 2.376933 -0.030208 -0.766198 -0.6 -0.1 0.2
C 1.381873 -0.224357 2.170187 -0.2 -0.2 -0.5
C 0.252308 1.939191 0.292053 -0.1 -0.6 -0.1
H -4.088856 0.213895 -1.843154 -0.1 0.0 -0.1
H -3.387670 0.280235 -0.158212 0.0 0.1 0.2
H -2.220652 -1.208777 -2.559233 0.0 0.0 -0.2
H -0.214161 -2.598235 -0.942937 0.3 -0.2 0.0
H -1.512953 -1.969200 0.919018 0.0 0.0 0.3
H 2.825754 -1.018519 -0.695596 0.0 -0.2 0.0
H 2.120503 0.134771 -1.809701 -0.1 0.0 -0.2
H 3.144979 0.692851 -0.502543 0.0 0.2 0.2
H 1.442570 0.688624 2.754565 0.0 0.2 0.0
H 0.674175 -0.880188 2.670096 -0.1 -0.1 0.1
H 2.356056 -0.706382 2.218516 0.1 -0.1 -0.1
H -0.576486 2.111092 0.974738 -0.1 0.0 0.1
H 1.052093 2.622222 0.572039 0.2 -0.1 0.1
H -0.080489 2.215622 -0.703226 -0.1 0.0 -0.2
```
Positions in Å, forces in eV/Å.

Values from the calculation:
* SMILES: C=C[SiH2][Si](C)(C)C
* charge: 0
* gap between HOMO and LUMO: 10.498 eV
* energy above the lowest of the compared OMol25 structures with the same formula, charge and spin: 0.0 kJ/mol
* E_HOMO: -9.5 eV

=====

[4]
The following is a DFT calculation (ωB97M-V/def2-TZVPD) of C38H39IrN5O7PS3 as an isolated structure.

The geometry in XYZ format:
```
94
Properties=species:S:1:pos:R:3:forces:R:3
Ir 0.162538 -0.859728 2.192123 -0.2 0.4 -0.3
C 5.016036 0.742523 4.323407 0.0 0.0 -0.1
C 3.795691 1.090732 5.164524 0.0 0.0 0.0
N 2.945886 -0.067653 5.422569 0.1 -0.2 -0.1
C 2.004718 -0.479697 4.537212 -0.1 0.5 0.1
S 1.189918 0.691276 3.544723 0.3 -0.2 -0.3
N 1.654995 -1.744869 4.560608 -0.4 -0.3 -0.1
N 0.752466 -2.054574 3.628062 0.4 0.0 0.1
C 0.265286 -3.358880 3.549630 0.1 0.0 0.0
C 0.804012 -4.439953 4.413507 0.0 0.0 0.0
C -0.710977 -3.558190 2.573611 -0.1 0.1 -0.1
C -1.379083 -4.786737 2.354626 0.0 0.0 0.0
C -2.345715 -4.869851 1.395018 -0.1 0.0 -0.1
C -2.668394 -3.737988 0.617206 0.0 -0.1 0.0
C -1.984694 -2.568053 0.843820 0.1 0.0 0.1
N -1.040752 -2.464616 1.784205 0.0 -0.3 -0.2
H 5.582749 1.647228 4.093880 0.0 0.0 0.0
H 4.710417 0.263090 3.389072 0.0 0.1 0.1
H 5.674171 0.054694 4.858924 0.0 0.0 0.0
H 3.191497 1.844920 4.664385 0.0 0.0 0.0
H 4.090356 1.498613 6.131616 0.0 0.1 0.0
H 3.413839 -0.852961 5.854718 0.0 0.0 0.1
H 1.665561 -4.077216 4.963874 0.0 0.0 0.0
H 1.113525 -5.286437 3.797892 0.0 0.0 0.0
H 0.049596 -4.788935 5.123732 0.0 0.0 0.0
H -1.114635 -5.643973 2.957863 0.0 0.0 0.0
H -2.864966 -5.804818 1.230299 0.0 0.0 0.0
H -3.420927 -3.779827 -0.156396 0.0 0.0 0.0
H -2.162223 -1.677634 0.253979 0.0 0.0 0.0
O 3.763794 -3.784122 1.837603 0.1 -0.1 -0.2
S 3.176921 -2.539258 1.418591 0.0 0.4 0.1
O 1.757261 -2.653625 1.001988 -0.3 -0.2 0.3
O 3.390085 -1.411060 2.323128 0.0 -0.2 -0.1
C 3.904777 -1.946028 -0.088772 -0.1 0.3 0.1
C 5.012699 -2.521774 -0.673360 0.1 0.0 0.0
C 5.570903 -1.929798 -1.801461 0.0 -0.1 0.0
C 5.003089 -0.786968 -2.337606 0.0 0.1 0.0
C 3.876985 -0.220011 -1.749423 0.1 0.0 -0.1
C 3.321398 -0.784142 -0.610658 0.1 -0.2 0.2
P 1.796206 -0.023198 0.115570 0.0 -0.1 -0.1
C 2.264018 1.705777 0.379683 0.1 0.0 0.0
C 3.570336 1.989251 0.779306 0.0 0.0 0.0
C 3.930758 3.284191 1.121446 0.0 0.0 0.0
C 2.992947 4.306151 1.071374 0.0 0.0 0.0
C 1.686121 4.028243 0.692415 0.0 -0.1 0.0
C 1.317007 2.731701 0.363826 0.0 0.0 0.0
C 0.754300 -0.102819 -1.383459 -0.1 0.1 0.0
C 0.548369 0.963295 -2.253096 0.0 0.0 0.0
C -0.262312 0.807829 -3.371056 0.1 0.0 0.0
C -0.871566 -0.411951 -3.625199 0.1 0.0 0.0
C -0.657540 -1.484261 -2.766154 0.0 0.0 0.0
C 0.151077 -1.332691 -1.650615 0.0 0.0 0.0
H 5.436074 -3.417454 -0.236259 0.0 0.0 0.0
H 6.453369 -2.360497 -2.257764 0.0 0.0 0.0
H 5.432515 -0.332014 -3.221229 0.0 0.0 0.0
H 3.434747 0.668877 -2.184179 0.0 0.0 0.0
H 4.299304 1.189571 0.836599 0.0 0.0 0.0
H 4.947620 3.494380 1.428998 0.0 0.0 0.0
H 3.278334 5.316980 1.334726 0.0 0.0 0.0
H 0.948293 4.819831 0.652167 0.0 0.0 0.0
H 0.289204 2.509510 0.103984 0.0 0.0 0.0
H 1.017244 1.921913 -2.070650 0.0 0.0 0.0
H -0.412110 1.650701 -4.034300 0.0 0.0 0.0
H -1.507873 -0.532075 -4.494285 0.0 0.0 0.0
H -1.121306 -2.442603 -2.966486 0.0 0.0 0.0
H 0.326554 -2.169801 -0.981215 0.0 0.0 0.0
C -6.751701 0.255205 -5.893780 0.0 0.0 0.0
C -5.876996 1.117330 -5.022397 -0.1 0.0 0.0
C -4.545950 0.789794 -4.794188 0.0 0.0 0.0
C -3.735377 1.594251 -4.004780 0.0 0.1 0.0
C -4.268005 2.741631 -3.437740 -0.1 -0.1 -0.1
C -5.600190 3.089455 -3.646942 0.1 0.0 0.0
C -6.391948 2.274189 -4.434860 0.0 0.0 0.0
S -3.264258 3.741158 -2.390115 0.0 0.0 -0.1
O -3.817331 5.060193 -2.405882 0.0 0.0 0.0
O -1.892344 3.486339 -2.718971 0.0 0.1 0.0
N -3.490357 3.153389 -0.881622 0.1 -0.2 0.1
C -2.789559 1.923269 -0.486832 -0.2 0.1 0.0
C -2.876295 1.760661 1.021408 0.0 0.0 -0.1
C -1.870764 0.788739 1.577966 0.1 -0.1 0.1
O -1.951225 0.379661 2.742496 -0.1 0.0 0.1
O -0.907984 0.410848 0.813098 -0.1 -0.1 0.3
H -6.201889 -0.599269 -6.285512 0.0 0.0 0.0
H -7.137854 0.826796 -6.739060 0.0 0.0 0.0
H -7.610467 -0.119532 -5.334370 0.0 0.0 0.0
H -4.133458 -0.105579 -5.245109 0.0 0.0 0.0
H -2.696517 1.345582 -3.831743 -0.1 0.0 0.0
H -5.991891 3.999858 -3.211548 0.0 0.0 0.0
H -7.428786 2.540615 -4.606485 0.0 0.0 0.0
H -4.465006 3.206554 -0.611644 0.0 0.1 0.1
H -1.756102 2.022854 -0.803654 0.0 0.0 0.0
H -3.196684 1.038219 -0.987516 0.0 0.0 -0.1
H -3.867075 1.425744 1.334018 0.0 0.1 0.1
H -2.694480 2.719512 1.512896 0.0 0.0 0.0
```
Positions in Å, forces in eV/Å.

Values from the calculation:
* charge: 0
* gap between HOMO and LUMO (alpha / beta): 6.463 / 5.595 eV
* energy above the lowest of the compared OMol25 structures with the same formula, charge and spin: 36.6 kJ/mol
* E_HOMO (alpha / beta): -6.2 / -7.9 eV
* 2S+1: 5
* ⟨S²⟩: 6.0297

=====

Copy entry 3 word for word.
The following is a DFT calculation (ωB97M-V/def2-TZVPD) of one molecule with the formula C5H14Si2 in a non-equilibrium geometry.

The geometry in XYZ format:
```
21
Properties=species:S:1:pos:R:3:forces:R:3
C -3.300138 -0.088275 -1.168052 -0.2 0.2 0.1
C -2.295529 -0.856975 -1.540390 2.2 -0.6 1.5
Si -0.786462 -1.437739 -0.242896 -2.1 0.5 -1.8
Si 0.836152 0.120351 0.360927 1.1 1.0 0.4
C 2.376933 -0.030208 -0.766198 -0.6 -0.1 0.2
C 1.381873 -0.224357 2.170187 -0.2 -0.2 -0.5
C 0.252308 1.939191 0.292053 -0.1 -0.6 -0.1
H -4.088856 0.213895 -1.843154 -0.1 0.0 -0.1
H -3.387670 0.280235 -0.158212 0.0 0.1 0.2
H -2.220652 -1.208777 -2.559233 0.0 0.0 -0.2
H -0.214161 -2.598235 -0.942937 0.3 -0.2 0.0
H -1.512953 -1.969200 0.919018 0.0 0.0 0.3
H 2.825754 -1.018519 -0.695596 0.0 -0.2 0.0
H 2.120503 0.134771 -1.809701 -0.1 0.0 -0.2
H 3.144979 0.692851 -0.502543 0.0 0.2 0.2
H 1.442570 0.688624 2.754565 0.0 0.2 0.0
H 0.674175 -0.880188 2.670096 -0.1 -0.1 0.1
H 2.356056 -0.706382 2.218516 0.1 -0.1 -0.1
H -0.576486 2.111092 0.974738 -0.1 0.0 0.1
H 1.052093 2.622222 0.572039 0.2 -0.1 0.1
H -0.080489 2.215622 -0.703226 -0.1 0.0 -0.2
```
Positions in Å, forces in eV/Å.

Values from the calculation:
* SMILES: C=C[SiH2][Si](C)(C)C
* charge: 0
* gap between HOMO and LUMO: 10.498 eV
* energy above the lowest of the compared OMol25 structures with the same formula, charge and spin: 0.0 kJ/mol
* E_HOMO: -9.5 eV

=====

Question: The highest charge belongs to which entry?
Answer: C6H16N